Record 1
10
Properties=species:S:1:pos:R:3:forces:R:3:lowdin_charge:R:1 method="wB97M-V/def2-TZVPD" fmax_ev_per_a=0.3 homo_lumo_gap_ha="0.3147 / 0.3147"
O -0.9885 -0.9816 -1.7809 0.143 0.152 0.267 0.03
C -0.4657 -0.4139 -0.8393 -0.036 -0.103 -0.061 -0.42
C -0.2673 0.9935 -0.5837 0.004 -0.060 -0.018 -0.02
N 0.3677 1.0612 0.5953 0.049 0.005 0.085 -0.04
N 0.6693 -0.0022 1.2522 -0.098 0.168 -0.190 0.02
C 0.1621 -1.0684 0.4022 -0.029 -0.111 -0.044 -0.12
H 0.9805 -1.7441 0.1285 -0.100 0.076 -0.006 0.13
H -0.5217 1.8734 -1.1538 0.043 -0.121 0.110 0.11
H 0.6396 1.9421 1.0231 -0.032 -0.073 -0.050 0.17
H -0.5760 -1.6602 0.9563 0.055 0.066 -0.093 0.13

***

Record 2
64
Properties=species:S:1:pos:R:3:forces:R:3:lowdin_charge:R:1 method="wB97M-V/def2-TZVPD" fmax_ev_per_a=0.8 homo_lumo_gap_ha="0.1885 / 0.1885"
Pd -1.3931 0.1646 1.7421 -0.224 -0.132 0.129 1.00
O -2.6399 -1.1674 2.3598 0.009 -0.140 -0.196 -0.21
C -2.3556 -2.4443 2.5482 -0.130 0.107 0.028 -0.36
C -3.2908 -3.3983 2.1206 -0.085 0.008 -0.018 0.00
C -3.1066 -4.7388 2.3721 0.052 0.008 0.023 -0.07
C -1.9736 -5.1761 3.0610 -0.048 0.017 -0.022 -0.08
C -1.0404 -4.2504 3.4692 0.039 -0.003 0.012 -0.04
C -1.2010 -2.8823 3.2116 0.183 -0.056 -0.021 -0.11
C -0.1706 -1.9278 3.6073 -0.107 0.014 0.061 -0.25
N -0.1236 -0.6181 3.3740 0.209 0.271 -0.277 0.04
C 1.0796 -0.1700 3.8920 -0.181 -0.039 0.129 -0.13
C 1.7499 -1.2022 4.4529 -0.004 0.054 0.005 -0.06
N 0.9520 -2.2998 4.2644 0.002 -0.022 0.042 0.12
H -4.1648 -3.0320 1.5989 -0.005 -0.026 -0.001 0.12
H -3.8429 -5.4546 2.0312 -0.006 -0.002 0.005 0.11
H -1.8253 -6.2266 3.2668 -0.001 -0.001 0.012 0.10
H -0.1745 -4.6071 4.0143 0.023 -0.022 -0.063 0.10
H 1.3818 0.8571 3.8608 0.045 0.072 -0.016 0.08
H 2.6961 -1.2519 4.9596 0.005 0.003 -0.002 0.12
H 1.1674 -3.2340 4.5632 -0.042 0.006 0.018 0.15
C -0.9784 2.8440 0.1200 -0.083 0.093 -0.052 -0.15
N -0.0998 3.9524 -0.1867 -0.008 -0.034 0.059 -0.07
C 1.1863 3.4381 -0.6689 -0.020 -0.027 0.002 -0.14
N 1.8350 2.5971 0.3456 -0.097 0.005 -0.002 -0.08
C 0.9566 1.4862 0.6362 0.100 0.261 -0.029 -0.16
N -0.3805 1.9469 1.1608 0.474 -0.677 0.123 -0.19
C -0.1442 2.8012 2.3646 -0.065 0.237 -0.107 -0.17
N 0.7482 3.9052 2.0789 -0.033 -0.022 -0.013 -0.08
C 0.1339 4.7272 1.0304 -0.010 0.036 -0.012 -0.16
C 2.0195 3.3843 1.5656 0.009 -0.010 -0.013 -0.15
H -1.1620 2.2623 -0.7772 0.094 0.063 -0.006 0.09
H -1.9267 3.2259 0.5030 -0.021 -0.053 0.015 0.14
H 1.8368 4.2780 -0.9098 0.001 0.002 -0.007 0.13
H 1.0243 2.8480 -1.5721 0.009 0.020 -0.018 0.14
H 1.4105 0.8341 1.3829 -0.023 0.002 0.022 0.11
H 0.7795 0.9201 -0.2780 -0.052 -0.068 -0.006 0.11
H 0.2572 2.1845 3.1561 0.077 -0.076 0.105 0.09
H -1.1087 3.1975 2.6881 -0.019 -0.062 0.008 0.13
H 0.7938 5.5631 0.8000 0.003 0.005 0.001 0.13
H -0.8168 5.1189 1.3956 0.002 0.017 0.004 0.13
H 2.4894 2.7590 2.3278 -0.008 -0.004 0.007 0.13
H 2.6803 4.2239 1.3503 0.005 -0.002 0.005 0.13
O 1.5827 1.7071 -7.4683 0.008 -0.007 0.016 -0.35
S 0.4028 0.8871 -7.2779 -0.062 0.004 -0.040 0.39
O -0.7180 1.5600 -6.6515 0.030 0.003 -0.023 -0.37
O 0.0630 0.0053 -8.3741 0.003 0.038 0.011 -0.35
C 0.9606 -0.2797 -5.9956 0.031 -0.069 0.097 -0.32
N 1.9735 -1.1089 -6.2849 -0.021 0.056 0.037 0.14
C 2.3932 -1.8967 -5.3122 0.015 0.032 -0.077 -0.11
C 1.8248 -1.9059 -4.0419 0.020 -0.062 0.064 0.00
C 0.7539 -1.0530 -3.8638 -0.012 0.075 0.064 -0.23
N 0.3361 -0.2400 -4.8258 0.014 -0.002 -0.107 0.15
C -0.0312 -0.9423 -2.6042 0.005 -0.022 -0.021 -0.11
C 0.1793 -1.7456 -1.4863 -0.001 0.024 -0.018 0.01
C -0.5912 -1.5490 -0.3585 -0.115 -0.131 -0.141 -0.13
N -1.5534 -0.6149 -0.2898 0.265 0.470 0.249 -0.02
C -1.7921 0.1204 -1.3853 -0.171 -0.154 -0.043 -0.13
C -1.0622 -0.0034 -2.5454 -0.107 -0.106 -0.066 0.02
H 3.2205 -2.5578 -5.5504 0.010 0.003 0.016 0.11
H 2.2143 -2.5440 -3.2613 -0.030 -0.044 -0.028 0.10
H 0.9402 -2.5130 -1.4801 -0.029 -0.027 0.008 0.11
H -0.4626 -2.1766 0.5165 0.046 0.070 0.036 0.11
H -2.6156 0.8197 -1.3190 0.018 0.008 0.021 0.12
H -1.2770 0.5938 -3.4236 0.016 0.012 0.007 0.13

***

Record 3
140
Properties=species:S:1:pos:R:3:forces:R:3:lowdin_charge:R:1 method="wB97M-V/def2-TZVPD" fmax_ev_per_a=8.5 homo_lumo_gap_ha=0.3369
C -0.3413 3.5352 6.5411 -0.874 2.721 -1.786 -0.10
C -0.4448 2.1069 6.4840 -1.317 -0.740 -2.733 -0.32
O -1.8330 1.8334 6.9494 3.980 -3.570 -2.813 0.20
C -2.1988 2.8782 7.5789 -3.544 0.496 2.158 -0.69
O -3.2025 2.9143 8.2339 0.157 0.498 0.135 0.16
O -1.3957 3.8529 7.3569 0.421 4.479 2.535 0.12
F 0.4730 1.6089 7.2405 1.630 -2.333 2.574 0.14
H -0.6596 3.9811 5.5988 0.590 -0.078 -0.563 0.15
H 0.6201 3.9761 6.8044 -0.157 -0.362 0.528 0.15
H -0.2145 1.8452 5.4512 -0.917 -1.186 -0.020 0.18
C 2.8625 0.4992 -4.2129 -0.184 0.529 -1.052 -0.08
C 3.6693 1.6155 -4.8939 -0.478 0.019 2.851 -0.13
O 5.0435 1.2182 -4.4994 -1.216 4.245 -3.071 0.16
C 5.0771 0.1093 -3.8646 1.247 -2.923 3.725 -0.58
O 6.0755 -0.4303 -3.4180 -1.828 0.930 -1.467 0.15
O 3.8186 -0.3022 -3.5681 -0.003 -1.070 -0.259 0.07
F 3.1692 2.8086 -4.2648 1.876 -1.276 -1.264 0.00
H 2.3147 0.0236 -5.0264 -0.059 -0.825 0.362 0.13
H 2.1564 0.8896 -3.4800 0.152 0.137 -0.200 0.12
H 3.5554 1.7138 -5.9735 0.460 0.275 0.264 0.17
C -5.7062 -0.2417 3.4376 0.975 1.337 1.522 -0.04
C -4.1934 -0.4817 3.7641 -2.298 -0.710 0.664 -0.27
O -4.3514 -1.2706 4.9604 0.357 0.722 1.339 0.07
C -5.4520 -0.8346 5.7247 -2.589 -0.755 1.373 -0.36
O -5.7818 -1.0382 6.9338 2.411 1.013 -6.359 0.10
O -6.3280 -0.2451 4.7647 1.355 -0.963 1.012 0.01
F -3.5201 0.6647 4.0522 -0.173 0.002 0.027 0.06
H -6.1225 -0.9769 2.7489 -0.042 -0.051 0.308 0.14
H -5.8451 0.7862 3.1028 -0.040 -0.236 -0.440 0.13
H -3.6564 -1.0018 2.9709 0.085 -0.357 0.475 0.16
C -2.5915 -2.5500 -6.7997 1.425 -0.344 -0.515 -0.03
C -2.4828 -1.5769 -7.9797 1.675 -0.395 1.848 -0.25
O -1.8539 -0.3729 -7.3073 -0.615 -1.937 0.001 0.10
C -1.8188 -0.6498 -5.9341 0.341 4.156 0.164 -0.54
O -1.3684 0.0923 -5.0773 -0.296 -1.246 -2.070 0.15
O -2.5523 -1.6670 -5.6699 -1.349 -3.201 0.552 0.07
F -3.6920 -1.4020 -8.4840 -0.618 1.247 -0.538 0.11
H -1.7121 -3.1939 -6.7852 0.553 0.370 0.160 0.12
H -3.3459 -3.3363 -6.8252 -0.950 1.051 0.248 0.15
H -1.7686 -1.9185 -8.7289 -0.224 0.347 -0.202 0.16
C 7.6880 -3.2010 -0.0611 -0.032 0.850 0.497 -0.02
C 6.8930 -3.6886 -1.2679 0.746 2.311 0.300 -0.30
O 5.9558 -2.6218 -1.5034 0.739 -1.184 -0.165 0.12
C 5.9993 -1.7577 -0.4684 -3.817 3.091 -0.792 -0.57
O 5.1918 -0.8281 -0.3309 2.132 -2.472 -0.402 0.10
O 6.9763 -2.0134 0.3286 1.250 -0.593 1.976 0.10
F 6.2008 -4.7870 -0.9723 -0.178 -0.938 -0.270 0.10
H 8.6964 -2.8179 -0.2173 0.055 -0.556 -0.569 0.14
H 7.7176 -3.9543 0.7261 -0.282 0.198 0.139 0.14
H 7.6187 -3.7590 -2.0782 -0.845 -0.672 -0.658 0.17
C 1.7688 -4.8912 -6.1333 -0.161 0.466 -1.082 -0.03
C 1.5871 -3.5865 -6.9506 0.825 -1.323 0.667 -0.28
O 1.4250 -2.6358 -5.9354 -0.361 0.479 -0.242 0.11
C 1.1636 -3.2547 -4.7248 -0.547 3.251 2.978 -0.50
O 0.9749 -2.6404 -3.6624 0.510 -2.120 -3.881 0.14
O 1.1430 -4.5399 -4.9221 0.073 -1.472 1.328 0.10
F 0.4873 -3.7536 -7.7533 -0.371 0.731 0.106 0.04
H 2.8290 -5.1139 -6.0134 -0.083 -0.121 0.311 0.15
H 1.2102 -5.7361 -6.5360 0.281 0.135 -0.190 0.15
H 2.4325 -3.3085 -7.5800 -0.196 0.080 0.024 0.17
C -0.0660 -1.3120 8.8054 -0.669 0.485 2.612 -0.05
C -0.9333 -2.4788 9.3932 1.029 2.076 0.226 -0.33
O -1.4455 -3.0170 8.2653 0.024 -1.392 -2.772 0.12
C -1.0492 -2.2870 7.0940 -3.743 -1.943 -3.979 -0.42
O -1.3862 -2.5284 5.9007 1.461 0.379 5.661 0.11
O -0.5023 -1.1961 7.5002 1.693 0.928 -1.258 0.09
F -1.9570 -2.0003 10.1754 -0.062 0.055 -0.024 0.05
H 0.9917 -1.5145 8.9738 0.095 0.023 -0.723 0.14
H -0.3312 -0.3514 9.2470 0.191 -0.195 0.476 0.14
H -0.3542 -3.1391 10.0387 -0.167 -0.398 -0.337 0.16
C -1.8825 2.9669 -6.5302 -0.588 -1.448 -0.404 -0.06
C -1.3666 3.1337 -5.1356 -2.053 -2.298 -0.490 -0.43
O -1.8169 4.3413 -4.8057 -0.157 3.788 1.417 0.11
C -2.1706 5.1040 -5.8858 -2.326 3.800 0.469 -0.44
O -2.5941 6.2874 -5.7923 2.243 -5.302 -0.708 0.12
O -2.1547 4.2901 -6.9568 0.298 1.008 -0.413 0.11
F -0.0490 3.0363 -5.1795 2.091 0.173 0.658 0.11
H -2.8097 2.3958 -6.5775 -0.098 0.067 0.100 0.14
H -1.1416 2.3985 -7.0923 -0.012 0.659 -0.506 0.14
H -1.8258 2.4721 -4.4010 0.673 -0.551 -0.088 0.16
C -3.2843 1.2309 -0.0080 3.087 0.856 2.717 -0.08
C -3.1906 1.2342 -1.4967 -2.008 0.853 1.798 -0.33
O -4.3898 0.5498 -1.6732 -1.662 -1.221 -4.244 0.12
C -5.2926 0.6944 -0.6910 -3.405 -3.685 1.362 -0.50
O -6.4750 0.2893 -0.6668 4.232 2.132 -0.873 0.12
O -4.5902 0.9708 0.3944 -1.431 1.667 0.369 0.10
F -2.1029 0.6359 -1.9699 0.279 -0.886 -0.536 0.11
H -2.8842 2.1622 0.3929 -0.381 0.115 0.329 0.15
H -2.7621 0.4249 0.5075 0.903 -0.080 -0.721 0.13
H -3.3303 2.2020 -1.9785 0.541 0.161 -0.071 0.17
C 0.3319 -2.6049 3.0128 1.053 1.403 -1.256 0.02
C 1.4174 -3.2907 2.1416 -0.936 0.219 1.022 -0.28
O 1.9059 -4.1619 3.1031 1.413 -2.957 -3.293 0.17
C 1.7225 -3.7043 4.2797 4.390 -2.370 6.847 -0.67
O 2.3530 -4.0666 5.2954 -1.328 0.253 -2.710 0.10
O 0.8834 -2.7828 4.3491 -4.096 2.831 -1.423 0.13
F 2.4314 -2.4503 1.8540 0.747 1.036 -0.371 0.08
H -0.6501 -3.0002 2.7531 -0.086 -0.143 0.958 0.15
H 0.3799 -1.5298 2.8392 -0.466 -0.323 0.009 0.11
H 1.1885 -3.7961 1.2033 -0.504 -0.147 0.388 0.17
C 5.0535 2.8235 5.0037 -0.086 2.439 -3.196 -0.15
C 3.5735 3.2141 4.9349 1.346 0.174 0.649 -0.33
O 3.0154 2.5290 6.0141 0.768 -1.718 -0.192 0.11
C 4.0335 1.8465 6.6595 -0.755 -0.824 5.857 -0.39
O 3.8237 1.2161 7.7271 1.253 2.275 -5.188 0.12
O 5.2821 2.2887 6.2107 -1.652 -2.118 2.555 0.09
F 3.1862 2.8196 3.7077 -1.331 0.004 -0.246 0.08
H 5.6021 3.7403 4.7882 0.561 -0.094 0.505 0.14
H 5.2734 2.1530 4.1729 -0.108 -0.310 0.076 0.15
H 3.3330 4.2526 5.1627 -0.016 0.185 -0.869 0.17
C 1.2454 -0.3005 -0.9922 -0.102 -1.691 -0.549 -0.09
C 1.7261 1.0239 -0.5841 0.055 1.746 -0.440 -0.32
O 0.9380 1.4307 0.4946 -0.282 -2.425 2.060 0.13
C 0.3677 0.2485 1.0421 -2.748 0.686 -1.337 -0.41
O -0.4975 0.2187 1.8982 2.832 0.217 -1.496 0.14
O 0.6432 -0.7986 0.1752 -0.604 0.555 2.364 0.05
F 1.3805 1.9387 -1.5500 0.685 0.281 -0.638 0.04
H 2.0262 -0.9972 -1.2971 0.075 0.175 -0.026 0.14
H 0.4780 -0.2496 -1.7646 0.051 0.205 -0.150 0.14
H 2.7954 1.0516 -0.3747 0.013 0.411 0.022 0.18
C -2.5473 -2.7493 -3.1733 -1.095 0.764 0.877 -0.03
C -4.0569 -2.9824 -3.0132 1.641 3.104 -0.366 -0.38
O -4.2086 -2.6494 -1.6947 -3.267 1.240 1.643 0.15
C -3.0826 -2.6230 -0.9864 -0.969 2.263 3.209 -0.54
O -3.0095 -2.2018 0.1907 0.082 -1.932 -3.917 0.11
O -2.1637 -2.9463 -1.8275 4.355 -1.995 1.068 0.09
F -4.3784 -4.2217 -3.1293 -0.840 -3.864 -0.917 0.14
H -2.3041 -1.6869 -3.1589 -0.132 0.019 -1.917 0.13
H -2.1123 -3.4324 -3.9028 0.470 0.289 0.495 0.14
H -4.6783 -2.3778 -3.6739 -0.120 0.213 0.276 0.18
C -1.4826 5.3454 -1.6223 -1.627 -1.827 1.478 0.01
C -0.1250 5.8749 -1.5235 0.118 -0.742 -1.887 -0.42
O 0.0901 6.0531 -0.1912 1.837 1.432 1.244 0.20
C -0.7343 5.2904 0.4792 0.600 -2.517 5.140 -0.59
O -0.7293 5.0615 1.6923 0.016 1.351 -3.024 0.13
O -1.4321 4.5829 -0.3617 -2.501 -1.313 -1.629 0.07
F -0.0890 7.0398 -2.0885 0.567 3.330 -1.660 0.13
H -1.7068 4.6901 -2.4639 0.175 0.118 0.256 0.12
H -2.2837 6.0639 -1.4484 0.244 0.389 -0.524 0.16
H 0.5769 5.2374 -2.0611 0.572 -0.281 0.630 0.18